A molecular structure, C63H133Be2Cl4N7O23 at a distorted geometry. Source: OMol25; level of theory: ωB97M-V with the def2-TZVPD basis set.

The value obtained for the HOMO energy is -7.630 eV. The LUMO energy comes out at -5.173 eV. The HOMO-LUMO gap is 2.46 eV.

ORCA input file:
```
! wB97M-V def2-TZVPD RIJCOSX def2/J DEFGRID3
* xyz 0 1
Be 2.02 1.69 -4.27
Be 0.12 4.36 0.47
Cl 0.61 0.67 -0.41
O 0.83 1.24 -1.73
O 1.66 -0.34 -0.19
O 0.66 1.73 0.57
O -0.69 0.14 -0.18
Cl 1.37 4.52 3.73
O 2.20 4.72 2.60
O 2.02 3.73 4.75
O 0.91 5.78 4.20
O 0.26 3.81 3.18
Cl 3.46 4.24 -1.85
O 4.74 4.49 -1.30
O 2.51 4.32 -0.76
O 2.96 5.17 -2.85
O 3.30 2.97 -2.48
Cl -1.12 4.24 -3.67
O -1.28 5.58 -4.12
O -0.86 4.24 -2.25
O -2.17 3.34 -3.99
O 0.09 3.68 -4.26
C -2.06 3.19 6.12
C -1.82 2.04 7.07
C -3.24 1.44 7.35
C -3.91 0.53 6.24
C -2.77 -0.40 5.72
C -1.33 0.10 5.35
N -0.93 1.00 6.44
O 0.42 1.34 6.41
C -0.48 -1.21 5.51
C -1.25 0.74 3.97
C -1.33 2.48 8.51
H -2.90 3.03 5.44
H -1.13 3.24 5.55
H -2.39 4.09 6.64
H -3.16 0.82 8.24
H -3.93 2.25 7.59
H -4.41 1.06 5.43
H -4.56 -0.17 6.75
H -3.22 -0.98 4.92
H -2.75 -1.15 6.50
H -0.56 -1.68 6.49
H -0.85 -1.91 4.76
H 0.57 -1.00 5.36
H -1.95 1.57 4.04
H -0.26 1.19 3.94
H -1.45 0.23 3.03
H -1.10 1.57 9.08
H -2.10 2.91 9.15
H -0.45 3.13 8.43
H 0.47 2.13 5.87
C 3.67 -5.24 1.80
C 3.12 -5.56 0.34
C 2.39 -6.89 0.31
C 0.97 -6.78 0.82
C 0.12 -5.74 0.10
C 0.84 -4.38 0.21
N 2.22 -4.48 -0.21
O 2.83 -3.26 -0.48
C 0.06 -3.52 -0.82
C 0.63 -3.74 1.62
C 4.30 -5.76 -0.62
H 4.09 -4.23 1.79
H 4.38 -6.03 2.04
H 2.82 -5.30 2.48
H 2.34 -7.34 -0.68
H 2.94 -7.59 0.93
H 1.10 -6.51 1.87
H 0.38 -7.69 0.94
H -0.83 -5.67 0.63
H -0.02 -6.03 -0.94
H -0.97 -3.57 -0.48
H 0.36 -2.47 -0.82
H 0.03 -3.84 -1.86
H 1.40 -2.97 1.69
H -0.31 -3.28 1.92
H 0.96 -4.39 2.42
H 3.92 -5.83 -1.64
H 4.83 -6.65 -0.26
H 5.11 -5.05 -0.48
H 2.95 -2.85 0.38
C -6.49 -1.69 3.13
C -5.49 -1.03 2.13
C -4.23 -1.80 1.78
C -4.51 -3.10 1.12
C -5.18 -2.79 -0.32
C -6.46 -1.99 -0.13
N -6.25 -0.90 0.90
O -7.42 -0.15 1.03
C -6.74 -1.39 -1.51
C -7.54 -3.06 0.02
C -5.03 0.30 2.62
H -7.03 -2.53 2.70
H -7.28 -1.13 3.64
H -6.04 -2.31 3.90
H -3.52 -1.11 1.32
H -3.78 -2.23 2.68
H -5.15 -3.70 1.77
H -3.56 -3.61 0.99
H -5.25 -3.79 -0.76
H -4.40 -2.28 -0.89
H -6.04 -0.61 -1.79
H -6.73 -2.14 -2.31
H -7.69 -0.87 -1.47
H -7.24 -3.74 0.82
H -8.46 -2.56 0.34
H -7.72 -3.59 -0.91
H -5.93 0.89 2.79
H -4.46 0.82 1.85
H -4.29 0.33 3.42
H -7.14 0.64 0.57
C -0.71 0.95 -7.69
C -1.73 0.10 -6.91
C -1.68 -1.32 -7.55
C -2.52 -2.43 -6.82
C -1.99 -2.48 -5.35
C -1.89 -1.10 -4.66
N -1.21 -0.15 -5.50
O -0.72 1.00 -4.88
C -3.36 -0.71 -4.21
C -1.09 -1.34 -3.39
C -3.15 0.75 -7.06
H -0.75 1.97 -7.30
H -0.71 0.91 -8.78
H 0.25 0.50 -7.44
H -2.02 -1.29 -8.59
H -0.62 -1.50 -7.72
H -2.44 -3.38 -7.36
H -3.60 -2.31 -6.70
H -1.02 -2.88 -5.66
H -2.51 -3.26 -4.80
H -3.57 -1.15 -3.24
H -3.25 0.37 -4.08
H -4.20 -0.90 -4.87
H -1.47 -2.08 -2.69
H -0.07 -1.68 -3.60
H -0.97 -0.46 -2.76
H -3.93 0.15 -6.61
H -3.38 0.83 -8.13
H -3.28 1.72 -6.58
H -1.47 1.46 -4.49
C 7.56 -0.73 0.45
C 7.35 0.61 1.24
C 6.35 1.40 0.34
C 4.90 1.08 0.41
C 4.52 1.13 1.95
C 5.32 0.18 2.86
N 6.78 0.46 2.62
O 7.57 -0.29 3.45
C 4.98 0.66 4.37
C 4.99 -1.20 2.58
C 8.62 1.38 1.34
H 6.74 -1.07 -0.18
H 7.83 -1.51 1.17
H 8.42 -0.61 -0.21
H 6.50 2.47 0.49
H 6.66 1.41 -0.71
H 4.64 0.10 0.02
H 4.40 1.76 -0.28
H 3.48 0.88 2.14
H 4.68 2.17 2.24
H 3.95 0.37 4.57
H 5.65 0.10 5.02
H 5.05 1.75 4.48
H 5.28 -1.75 3.47
H 3.90 -1.29 2.63
H 5.25 -1.48 1.56
H 8.87 1.83 0.38
H 9.42 0.76 1.75
H 8.54 2.27 1.95
H 7.40 -1.15 3.06
C 2.01 -1.53 -6.36
C 3.18 -2.07 -5.58
C 4.37 -2.19 -6.57
C 5.72 -2.42 -5.99
C 6.04 -1.28 -5.00
C 4.93 -1.09 -3.94
N 3.56 -1.05 -4.52
O 2.61 -0.87 -3.65
C 5.17 -2.22 -2.88
C 5.21 0.28 -3.38
C 2.81 -3.43 -5.01
H 2.40 -0.55 -6.62
H 1.09 -1.31 -5.81
H 1.61 -2.12 -7.18
H 4.18 -3.19 -6.96
H 4.31 -1.60 -7.49
H 6.49 -2.56 -6.74
H 5.66 -3.39 -5.49
H 6.23 -0.47 -5.70
H 6.97 -1.57 -4.51
H 4.87 -3.17 -3.33
H 6.15 -2.15 -2.42
H 4.42 -2.04 -2.12
H 5.06 0.92 -4.25
H 4.54 0.66 -2.61
H 6.26 0.51 -3.16
H 1.95 -3.83 -5.55
H 2.49 -3.44 -3.97
H 3.55 -4.23 -5.07
H 2.60 -1.57 -3.00
C -3.96 7.37 1.68
C -2.81 6.45 2.10
C -3.19 5.84 3.49
C -4.22 4.77 3.48
C -3.82 3.63 2.51
C -3.45 4.15 1.07
N -2.50 5.31 1.13
O -2.12 5.79 -0.09
C -2.80 2.93 0.35
C -4.73 4.40 0.30
C -1.64 7.41 2.28
H -3.91 7.79 0.67
H -3.99 8.30 2.26
H -4.94 6.97 1.92
H -2.33 5.33 3.92
H -3.37 6.58 4.27
H -5.18 5.21 3.20
H -4.39 4.32 4.46
H -4.71 3.00 2.48
H -3.04 3.05 2.99
H -2.46 3.21 -0.65
H -1.98 2.47 0.90
H -3.54 2.15 0.20
H -4.51 4.79 -0.69
H -5.29 3.47 0.18
H -5.39 5.02 0.89
H -0.65 6.97 2.34
H -1.87 8.10 3.08
H -1.61 8.11 1.44
H -2.95 6.00 -0.53
*
```

These are the Mulliken partial charges, in e, on atoms 1 to 5:
1 Be 1.201
2 Be 1.359
3 Cl -0.679
4 O 0.067
5 O 0.044